Record 1
68
Properties=species:S:1:pos:R:3 method="wB97M-V/def2-TZVPD" total_charge=+2 de_lowest_kcal_mol=13.0 lumo_energy_ev=-4.9 gap_ev=8.1 homo_energy_ev=-13.02
Ba -0.14347 -0.10681 -0.36959
C -2.58097 1.81364 2.62195
C -3.64622 1.33715 1.64938
S -3.30449 -0.20617 0.74971
C -3.61777 -1.51781 1.97440
C -2.47812 -1.87685 2.91325
S -0.99467 -2.44410 2.01261
C 0.26031 -2.31036 3.32352
C 0.62196 -0.89471 3.74114
S 1.51439 -0.01631 2.41574
C 1.46716 1.70564 3.00214
C 0.09816 2.32596 3.24238
S -1.02101 2.29299 1.79575
H -2.35288 1.04550 3.35836
H -2.94936 2.69926 3.14025
H -3.81172 2.07411 0.86205
H -4.58617 1.19672 2.18294
H -3.88958 -2.38365 1.36994
H -4.49266 -1.21929 2.55166
H -2.79797 -2.70020 3.55297
H -2.19825 -1.03519 3.54285
H 1.13112 -2.83430 2.92819
H -0.10911 -2.86525 4.18525
H 1.28014 -0.93265 4.60934
H -0.26726 -0.32167 3.99996
H 2.01477 2.25502 2.23515
H 2.04407 1.75773 3.92550
H 0.24339 3.37138 3.51187
H -0.41959 1.83750 4.06563
C -3.83321 1.73942 -3.97451
C -2.79811 2.76854 -3.54108
S -1.20623 2.12182 -2.95670
C -0.47743 1.29347 -4.39836
C -1.01799 -0.07287 -4.80985
S -0.99542 -1.34474 -3.49957
C -2.71745 -1.97192 -3.29170
C -3.88059 -1.10102 -3.72916
S -4.09306 0.41923 -2.73756
H -3.55551 1.27148 -4.91531
H -4.78906 2.23909 -4.12605
H -3.16208 3.34545 -2.69061
H -2.59145 3.46082 -4.35738
H 0.57796 1.21473 -4.13414
H -0.56381 1.97126 -5.24899
H -0.39017 -0.45923 -5.61216
H -2.03468 -0.02381 -5.18225
H -2.79166 -2.17752 -2.22367
H -2.75866 -2.91826 -3.82995
H -4.78819 -1.68914 -3.59676
H -3.82825 -0.83195 -4.78147
N 2.13290 -3.02493 -2.84547
C 3.06736 -2.54257 -2.00932
S 2.74961 -1.19361 -1.02921
N 4.22297 -3.21302 -1.98406
C 5.37712 -3.03236 -1.15637
C 5.97619 -1.79561 -0.96252
C 7.09768 -1.70210 -0.15209
C 7.63077 -2.83302 0.44658
C 7.05294 -4.07175 0.21251
C 5.92927 -4.17520 -0.58918
H 1.28774 -2.50770 -3.00752
H 2.33403 -3.79838 -3.45979
H 4.24102 -4.07602 -2.50918
H 5.59862 -0.91891 -1.46317
H 7.56219 -0.73751 0.00249
H 8.50507 -2.75109 1.07784
H 7.47528 -4.96067 0.66122
H 5.48239 -5.14557 -0.77374

=====

Record 2
76
Properties=species:S:1:pos:R:3 method="wB97M-V/def2-TZVPD" lumo_energy_ev=-1.9 gap_ev=5.6 homo_energy_ev=-7.41
Pb -8.48372 -8.52356 -17.76489
C -11.71637 -7.62855 -16.91687
O -10.42209 -7.15304 -16.96596
H -11.93666 -7.69070 -15.85117
H -12.25139 -6.80982 -17.39806
H -11.81849 -8.61675 -17.36535
C -9.53239 -8.08388 -20.98777
C -8.52715 -6.89081 -20.80108
C -9.34814 -5.77411 -20.12726
C -8.55968 -4.47832 -19.72774
C -7.40017 -4.83274 -18.80438
C -6.55925 -6.07059 -19.30098
N -7.37461 -7.16035 -19.95937
O -6.90031 -8.52130 -19.87904
C -5.76758 -6.39989 -18.02714
C -5.47007 -5.44719 -20.32731
C -8.00159 -6.43147 -22.09032
H -9.71525 -8.71866 -20.12076
H -9.29771 -8.75981 -21.81005
H -10.51136 -7.63057 -21.14349
H -9.74504 -6.17401 -19.19417
H -10.29262 -5.54697 -20.62170
H -9.27198 -3.81748 -19.23377
H -8.14019 -4.03885 -20.63273
H -7.83753 -5.19775 -17.87509
H -6.81608 -3.91287 -18.77669
H -4.95555 -5.69419 -17.85197
H -5.27224 -7.37084 -18.02989
H -6.25070 -6.40484 -17.05007
H -5.87613 -4.93865 -21.20173
H -4.92257 -6.18046 -20.91949
H -4.79782 -4.87489 -19.68806
H -7.46723 -5.48330 -22.03100
H -8.78510 -6.41235 -22.84784
H -7.38066 -7.25748 -22.43710
C -14.53856 -4.52713 -17.34619
C -15.49527 -3.45891 -17.75355
C -14.76251 -2.30445 -18.46042
O -15.43332 -2.13923 -19.72897
C -16.37877 -3.07757 -19.81012
O -17.25914 -3.18613 -20.70701
O -16.37693 -3.91008 -18.74280
H -13.62097 -4.28428 -16.81032
H -14.30183 -5.06803 -18.26243
H -14.84945 -5.35279 -16.70609
H -16.12917 -3.12985 -16.93015
H -13.70119 -2.50310 -18.60955
H -14.78780 -1.37937 -17.88449
C -15.22983 -11.29175 -17.72839
C -14.83886 -10.48705 -16.45318
C -15.27607 -9.02978 -16.59620
O -15.89729 -8.77823 -15.37783
C -16.18432 -9.88984 -14.68826
O -16.89624 -9.91637 -13.64466
O -15.61380 -10.94388 -15.28695
H -16.31511 -11.32142 -17.82523
H -14.78802 -12.28666 -17.78363
H -14.75287 -10.77391 -18.56053
H -13.80072 -10.48807 -16.12096
H -15.93667 -8.76470 -17.42169
H -14.34824 -8.46028 -16.54233
C -14.79739 -7.45646 -12.25853
Br -16.52939 -6.60049 -12.88578
Br -14.41367 -7.13148 -10.31372
Br -13.42011 -6.83722 -13.52932
H -14.80666 -8.52684 -12.46420
C -13.87783 -8.41707 -20.62009
Br -15.83113 -8.53491 -20.52981
Br -13.08892 -6.85545 -21.59011
Br -13.16023 -9.97537 -21.63807
H -13.49547 -8.38184 -19.59996
C -9.72856 -4.02855 -14.80406
Br -10.46493 -2.82760 -16.36194
Br -10.82699 -3.59820 -13.20368
Br -7.76173 -3.92310 -14.49047
H -9.93319 -5.00888 -15.23438

=====

Record 3
74
Properties=species:S:1:pos:R:3 method="wB97M-V/def2-TZVPD" total_charge=+3 de_lowest_kcal_mol=0.9 spin_multiplicity=2 lumo_energy_ev="-10.9 / -10.9" s_squared=0.76 gap_ev="4.7 / 4.7" homo_energy_ev="-15.62 / -15.62"
Re 2.41545 -0.74423 1.18735
N 6.54253 1.27853 2.60992
C 5.57428 0.13131 2.25209
C 6.29930 -1.16943 2.53668
P 3.95529 0.72199 3.07285
O 3.73031 -2.14959 1.61548
O 4.24298 1.73615 4.06503
O 2.76812 -0.24873 3.12259
P 4.75304 0.54334 0.63079
O 5.70297 1.48331 -0.13327
O 3.59129 1.29175 1.47080
O 3.90645 -0.37503 -0.22938
H 7.34817 0.87918 3.10537
H 6.08048 1.94200 3.26186
H 6.91081 1.79420 1.80335
H 6.54158 -1.21376 3.60137
H 7.22529 -1.21281 1.95888
H 5.67760 -2.01803 2.28568
H 3.41345 -3.05648 1.53994
H 5.57457 1.74646 -1.06401
C 0.58398 -5.64201 0.77594
N -0.02669 -4.30057 0.57869
C -1.48304 -4.25683 0.28139
C 0.65937 -3.25419 0.71015
N 1.30811 -2.27741 0.87803
H 0.45965 -6.20457 -0.14679
H 0.05734 -6.13316 1.59171
H 1.63858 -5.54172 1.01511
H -1.66783 -4.94950 -0.53553
H -1.76885 -3.24999 -0.01086
H -2.01460 -4.57529 1.17666
C -4.91781 2.55974 -1.52396
C -3.73473 3.14879 -0.74428
C -3.79762 2.69202 0.71749
C -3.89422 4.67756 -0.73999
C -2.39288 2.75269 -1.44063
O -2.20819 3.51790 -2.63152
C -2.26948 1.28025 -1.89358
C -2.53075 0.10183 -0.94781
C -2.21951 -1.20166 -1.64349
C -3.24337 -2.07191 -2.00882
C -2.98129 -3.25697 -2.68495
C -1.67242 -3.58585 -2.99933
Cl -1.32404 -5.08553 -3.78406
C -0.63152 -2.72745 -2.66736
C -0.91456 -1.54855 -1.99353
C -1.13896 3.22992 -0.65702
N -0.46585 2.25084 0.21263
C 0.46862 1.38477 -0.13286
N 0.87618 0.72346 0.96135
C 0.11133 1.26622 1.96975
N -0.70328 2.18099 1.53613
H -5.84977 2.91896 -1.08845
H -4.94757 1.47021 -1.49862
H -4.92656 2.87054 -2.57209
H -4.77955 2.94314 1.11981
H -3.06371 3.21156 1.33375
H -3.66165 1.62067 0.85512
H -4.83328 4.92627 -0.24534
H -3.92538 5.10369 -1.74088
H -3.10439 5.18549 -0.18377
H -3.04494 3.59477 -3.10414
H -1.27234 1.18065 -2.33917
H -2.94649 1.17187 -2.74350
H -3.57703 0.08931 -0.64909
H -1.95755 0.17459 -0.01802
H -4.26992 -1.81999 -1.77047
H -3.78773 -3.92009 -2.96824
H 0.37931 -2.97444 -2.96636
H -0.09620 -0.86879 -1.77277
H -1.36875 4.08521 -0.02869
H -0.40193 3.53137 -1.39852
H 0.84117 1.26891 -1.13781
H 0.17867 0.97216 3.00521

=====

Record 4
69
Properties=species:S:1:pos:R:3 method="wB97M-V/def2-TZVPD" total_charge=-1 de_lowest_kcal_mol=6.6 spin_multiplicity=2 lumo_energy_ev="1.8 / 0.3" s_squared=0.75 gap_ev="6.9 / 5.4" homo_energy_ev="-5.06 / -5.06"
Cs 0.11590 1.00968 -0.84453
C 1.39523 -3.47294 1.36803
C 1.35623 -2.00504 1.76966
C 1.23564 -1.83631 3.27847
C 2.58590 -1.28227 1.22600
O 0.20738 -1.41853 1.11351
Ge -1.38362 -1.04202 1.77539
O -1.28559 0.67556 2.30976
C -1.53968 1.29037 3.57258
C -0.26662 2.03015 3.97228
C -2.68257 2.28276 3.38136
C -1.90933 0.25966 4.63486
O -2.25887 -0.95484 0.23077
C -3.61165 -0.54003 0.00831
C -4.47942 -0.84731 1.22481
C -4.09196 -1.33134 -1.20042
C -3.63705 0.95919 -0.29664
H 2.28430 -3.95682 1.77957
H 1.42793 -3.55320 0.27888
H 0.51073 -3.99494 1.74565
H 2.10736 -2.26107 3.77824
H 0.34806 -2.35341 3.65995
H 1.17467 -0.77675 3.53731
H 3.47188 -1.58472 1.79014
H 2.48400 -0.19504 1.29930
H 2.73573 -1.53278 0.17272
H 0.02190 2.72573 3.18389
H 0.55250 1.32579 4.11990
H -0.41673 2.58967 4.89794
H -2.42447 3.00254 2.60359
H -2.87981 2.82756 4.30689
H -3.59669 1.76617 3.08359
H -1.10264 -0.46467 4.76487
H -2.82090 -0.27512 4.35598
H -2.08420 0.75042 5.59401
H -4.42314 -1.91019 1.46836
H -5.52159 -0.59245 1.02504
H -4.15326 -0.26802 2.09283
H -4.08113 -2.39916 -0.97952
H -3.42908 -1.15207 -2.04693
H -5.10507 -1.03435 -1.47843
H -3.20329 1.52051 0.53238
H -4.66345 1.29562 -0.45439
H -3.07238 1.17955 -1.20471
O -0.09328 2.62333 -5.35842
C 0.38153 2.02811 -4.38073
O 0.66131 2.48459 -3.24033
C 0.65586 0.51767 -4.58297
C 0.41098 -0.07688 -5.81566
C 0.63775 -1.43717 -5.95030
C 1.10333 -2.16122 -4.86489
C 1.36656 -1.48651 -3.67942
N 1.13468 -0.17841 -3.54984
C 1.96000 -2.20907 -2.46186
O 2.78035 -1.52596 -1.80537
O 1.56997 -3.37531 -2.25928
H 0.04439 0.54278 -6.62134
H 0.44806 -1.93247 -6.89673
H 1.26934 -3.22891 -4.90733
C 4.99120 3.43372 -0.95578
S 3.32406 3.08101 -1.54085
C 3.70093 1.51903 -2.31708
O 2.55515 2.76181 -0.28891
H 5.31471 2.61654 -0.31099
H 4.95305 4.36526 -0.39399
H 5.65900 3.54099 -1.81090
H 4.29181 1.71790 -3.21289
H 2.75867 1.05261 -2.60642
H 4.22948 0.87102 -1.61905

=====

Record 5
74
Properties=species:S:1:pos:R:3 method="wB97M-V/def2-TZVPD" total_charge=+2 de_lowest_kcal_mol=28.9 spin_multiplicity=4 lumo_energy_ev="-6.6 / -7.3" s_squared=3.80 gap_ev="6.6 / 5.9" homo_energy_ev="-13.20 / -13.20"
Tc 0.68765 -0.49907 -0.60132
N 7.39526 -2.98597 -3.41098
C 6.48967 -2.36745 -2.62813
C 5.95453 -1.11784 -2.99467
C 4.95257 -0.54209 -2.24829
C 4.48238 -1.18303 -1.10966
C 5.01378 -2.40280 -0.71067
C 6.01276 -2.98489 -1.45619
S 3.10478 -0.52889 -0.23643
O 3.36036 0.19279 0.95659
O 2.34115 0.26000 -1.27509
N 2.08890 -1.77316 0.00109
C 1.39971 -1.85487 1.15820
N 0.07708 -1.58634 0.95009
C -0.74979 -1.66951 1.99305
C -0.26574 -2.00816 3.24076
C 1.10710 -2.22637 3.35561
N 1.92825 -2.14668 2.32281
H 7.79616 -2.50685 -4.19972
H 7.78281 -3.87644 -3.14907
H 6.33327 -0.61522 -3.87344
H 4.52211 0.40672 -2.52971
H 4.63110 -2.88314 0.17784
H 6.45516 -3.91907 -1.14895
H -1.79337 -1.45512 1.79459
H -0.93404 -2.09190 4.08001
H 1.57659 -2.47547 4.29599
C 1.71446 -0.17570 -4.52160
Si -0.09392 0.39008 -4.73338
C -1.01514 -0.50504 -6.15287
C -0.40694 2.26779 -4.60874
Sb -1.09480 -0.81703 -2.32974
Si -0.55869 -3.62705 -2.65233
C 1.33526 -3.83495 -2.52987
C -1.23061 -4.00206 -4.39625
C -1.56421 -4.30588 -1.18327
Si -3.77031 0.72373 -2.31331
C -4.51563 -0.12202 -0.77821
C -3.56886 2.61816 -2.23656
C -4.34486 0.07016 -4.01904
H 2.35869 0.25284 -5.28462
H 1.79738 -1.25880 -4.58899
H 2.09490 0.13890 -3.55083
H -0.82445 0.00489 -7.09277
H -2.08917 -0.52666 -6.01078
H -0.68397 -1.53024 -6.27915
H 0.29356 2.81389 -5.23694
H -0.27051 2.62732 -3.59195
H -1.40748 2.53391 -4.93940
H 1.86417 -3.17436 -3.21234
H 1.62825 -4.85141 -2.78079
H 1.69337 -3.62826 -1.52377
H -0.54349 -3.67911 -5.17259
H -2.19681 -3.54424 -4.57830
H -1.34952 -5.07631 -4.50599
H -1.04505 -4.13253 -0.24306
H -1.71642 -5.37780 -1.27769
H -2.54473 -3.83972 -1.11878
H -4.22537 0.39851 0.13042
H -4.19311 -1.15643 -0.69134
H -5.60104 -0.11210 -0.82453
H -3.53215 2.96702 -1.20644
H -4.41851 3.10021 -2.71625
H -2.66542 2.96950 -2.72640
H -4.09963 -0.97840 -4.15418
H -3.91453 0.63519 -4.84070
H -5.42377 0.16977 -4.10058
F -1.69529 0.94623 0.39778
C -0.44526 1.19402 -0.15602
F -0.75491 2.10290 -1.14964
C 0.39179 1.92229 0.89083
F -0.22826 2.89716 1.53648
F 1.48074 2.43171 0.31758
F 0.78048 1.01173 1.81032

=====

Record 6
64
Properties=species:S:1:pos:R:3 method="wB97M-V/def2-TZVPD" de_lowest_kcal_mol=7.6 lumo_energy_ev=0.5 gap_ev=10.0 homo_energy_ev=-9.45
C -0.36521 1.80081 -1.57043
C -1.26730 0.69250 -1.04562
O -2.27389 0.51613 -2.00879
C -3.01622 -0.71292 -2.02675
C -3.79397 -0.91830 -0.73136
C -2.09454 -1.89964 -2.30080
C -3.98043 -0.52231 -3.18756
C -1.81016 1.17332 0.30549
O -2.69359 1.99952 0.37646
N -1.13527 0.73131 1.42553
C -0.69432 -0.66909 1.64558
C -1.16165 -0.82193 3.09953
C -2.55632 -0.14099 3.05341
C -1.69330 1.10434 2.74607
C -0.66297 0.50663 3.73194
C 0.81754 0.85754 3.81189
N 1.33998 1.58597 2.67137
C 2.59401 2.08879 2.71172
O 3.27033 2.13469 3.72383
C 3.11780 2.60629 1.37423
O 2.66599 1.83066 0.28495
C 3.26315 0.54067 0.27152
C 2.56767 -0.31081 -0.76663
C 2.80767 0.17777 -2.19246
C 2.10767 -0.74284 -3.17843
O 2.53880 -2.08646 -3.03647
C 2.26872 -2.58590 -1.74153
C 2.97604 -1.77771 -0.66369
H 0.46156 2.00123 -0.88810
H 0.03533 1.51121 -2.54149
H -0.96154 2.70452 -1.69212
H -0.68619 -0.22629 -0.91087
H -4.38242 -0.03211 -0.49574
H -4.46086 -1.77606 -0.83262
H -3.12790 -1.12552 0.10853
H -1.48445 -1.70931 -3.18537
H -1.43231 -2.11369 -1.45886
H -2.68925 -2.79668 -2.47876
H -3.42559 -0.35447 -4.11088
H -4.61183 -1.40289 -3.31078
H -4.61400 0.34514 -3.00347
H -1.18803 -1.36982 0.97175
H 0.38867 -0.77929 1.53591
H -0.98618 -1.78700 3.56801
H -3.26044 -0.44685 2.28114
H -3.03485 -0.10468 4.02922
H -2.05627 2.12324 2.77726
H -1.08040 0.57746 4.73631
H 1.00189 1.46685 4.69630
H 1.39201 -0.06618 3.96021
H 0.86588 1.52687 1.78206
H 2.76305 3.62551 1.21514
H 4.20904 2.62058 1.43982
H 4.33484 0.63365 0.04817
H 3.17094 0.07234 1.26122
H 1.49105 -0.24561 -0.56223
H 2.45183 1.20210 -2.31414
H 3.88275 0.17224 -2.40040
H 1.01774 -0.69195 -3.02770
H 2.31979 -0.46091 -4.20881
H 1.18161 -2.56757 -1.56075
H 2.59423 -3.62546 -1.73786
H 4.05834 -1.87508 -0.79473
H 2.72569 -2.18356 0.32159

=====

Record 7
68
Properties=species:S:1:pos:R:3 method="wB97M-V/def2-TZVPD" de_lowest_kcal_mol=157.3 lumo_energy_ev=0.3 gap_ev=10.1 homo_energy_ev=-9.83
C -2.08909 1.65344 -4.87824
C -3.29097 1.59396 -3.92520
C -4.33371 0.56181 -4.44525
C -4.80614 -0.42305 -3.36086
N -4.60977 -1.84709 -3.72072
C -3.55845 -2.47551 -3.00251
C -3.95783 -2.66327 -1.59762
N -4.39023 -2.69574 -0.53904
C -3.28311 -3.86310 -3.65387
C -2.29928 -3.71744 -4.73107
N -1.47073 -3.58966 -5.51565
O -2.34619 -1.62774 -3.13226
C -1.52716 -1.65782 -2.12092
N -0.69558 -1.42482 -1.35647
H -1.57716 2.60930 -4.78841
H -2.39363 1.51156 -5.91418
H -1.39311 0.85281 -4.62352
H -3.77254 2.56841 -3.91423
H -2.98856 1.35085 -2.91740
H -5.21216 1.09965 -4.79790
H -3.91086 0.02678 -5.29663
H -4.36327 -0.19904 -2.39334
H -5.88015 -0.29371 -3.22345
H -4.40897 -1.94587 -4.70980
H -2.88955 -4.58107 -2.93826
H -4.19141 -4.23690 -4.12019
O 1.84130 -0.66940 2.61081
C 1.61383 -1.81761 2.33722
O 1.87301 -2.75894 3.27041
C 1.45593 -4.11937 3.13776
C 2.46518 -4.94823 2.37094
C 1.13684 -2.23470 0.96808
H 0.45860 -4.17800 2.70076
H 1.37248 -4.49128 4.15791
H 2.57721 -4.59439 1.34615
H 2.15671 -5.99363 2.34269
H 3.44373 -4.88437 2.84680
H 2.00280 -2.41864 0.33277
H 0.56052 -1.42494 0.54726
H 0.49582 -3.11338 0.97534
O -2.48396 3.08996 -1.64617
C -1.55219 3.82547 -1.46018
O -0.70285 4.05780 -2.47814
C 0.31818 5.05955 -2.43496
C 1.59556 4.53677 -1.81220
C -1.26034 4.41852 -0.10234
H -0.04402 5.96080 -1.93910
H 0.49692 5.32613 -3.47541
H 1.44742 4.25210 -0.77058
H 2.37692 5.29577 -1.85343
H 1.93861 3.65073 -2.34590
H -0.62762 3.72871 0.45494
H -2.20366 4.53343 0.42461
H -0.78682 5.39670 -0.13958
O 6.81420 1.91713 6.98606
C 5.92707 1.19731 6.61608
O 5.24555 1.51943 5.50324
C 4.31599 0.62970 4.86798
C 2.92701 0.74138 5.45263
C 5.50168 -0.01386 7.41568
H 4.68782 -0.39532 4.88687
H 4.29806 0.93458 3.82372
H 2.90633 0.44949 6.50406
H 2.24007 0.10367 4.89958
H 2.57543 1.77201 5.39608
H 4.74453 0.28816 8.13772
H 6.37109 -0.38514 7.95191
H 5.11872 -0.83085 6.80895